*w*
ORCA calculation (ωB97M-V with the def2-TZVPD basis set) on a structure of composition CH4N2O2.

Output
Gap between HOMO and LUMO (alpha / beta) (eV): 8.96 / 8.96
Molecular weight (g/mol): 76.05
HOMO level (alpha / beta) (Eh): -0.367 / -0.367
Charge: 0
LUMO level (alpha / beta) (eV): -1.018 / -1.017

```
9
Properties=species:S:1:pos:R:3:lowdin_charge:R:1
N 0.316 -0.249 0.928 0.134
C -0.418 0.828 0.617 -0.640
N 0.665 -1.070 -0.655 0.095
O -1.015 0.612 -0.637 -0.006
O -0.539 1.900 1.177 0.090
H -0.362 0.851 -1.312 0.097
H 0.870 -0.128 1.772 0.128
H 0.075 -1.807 -0.258 0.050
H 0.407 -0.937 -1.634 0.054
```


*x*
ORCA calculation (ωB97M-V with the def2-TZVPD basis set) on the molecule CH4N2O2.

Output
Gap between HOMO and LUMO (alpha / beta) (eV): 8.98 / 8.97
Molecular weight (g/mol): 76.05
HOMO level (alpha / beta) (Eh): -0.336 / -0.336
Charge: 0
LUMO level (alpha / beta) (eV): -0.165 / -0.166

```
9
Properties=species:S:1:pos:R:3:lowdin_charge:R:1
C -0.111 0.612 -0.901 -0.030
N 0.569 -0.706 1.001 -0.153
N -0.261 -0.107 0.293 -0.152
O 0.276 -1.338 1.991 0.047
O -1.717 0.010 1.042 -0.189
H 0.959 0.809 -1.093 0.110
H -0.523 1.525 -1.046 0.062
H -0.597 0.069 -1.671 0.095
H 1.406 -0.875 0.384 0.209
```


*y*
ORCA calculation (ωB97M-V with the def2-TZVPD basis set) on a cluster of 2 separate species, CH4N2O2 in total.

Output
Gap between HOMO and LUMO (eV): 10.38
Molecular weight (g/mol): 76.05
HOMO level (Eh): -0.359
Charge: 0
Structure (SMILES): N=C=O.NO
LUMO level (eV): 0.616

```
9
Properties=species:S:1:pos:R:3:lowdin_charge:R:1
N -2.177 -1.010 0.207 0.181
C -2.721 0.029 -0.074 -0.430
O -3.427 0.913 -0.096 0.198
H -1.180 -1.042 0.270 0.037
N 1.053 0.498 0.464 -0.078
O 0.715 0.420 -0.951 -0.196
H 1.136 1.522 0.770 0.105
H 0.338 -0.117 0.917 0.058
H 1.654 0.550 -1.356 0.125
```


*z*
ORCA calculation (ωB97M-V with the def2-TZVPD basis set) on a cluster of 2 separate species, CH4N2O2 in total.

Output
Gap between HOMO and LUMO (eV): 9.47
Molecular weight (g/mol): 76.05
HOMO level (Eh): -0.362
Charge: 0
Structure (SMILES): O=NO.C=N
LUMO level (eV): -0.387

```
9
Properties=species:S:1:pos:R:3:lowdin_charge:R:1
O 3.271 -0.917 -0.317 0.037
N 3.545 0.195 0.034 -0.068
O 2.664 1.178 -0.437 0.005
H 2.718 1.885 0.117 0.040
C 0.111 -0.380 0.873 -0.171
N -0.505 0.134 -0.041 0.030
H -0.369 -1.184 1.279 0.034
H 1.091 -0.073 1.177 0.037
H 0.039 0.874 -0.567 0.056
```


Energy ordering: *y* at the bottom, the next structure 146.4 kJ/mol above.


*w*
ORCA calculation (ωB97M-V with the def2-TZVPD basis set) on a cluster of 2 separate species, C2H3N3O in total.

Output
Gap between HOMO and LUMO (alpha / beta) (eV): 9.13 / 9.12
Molecular weight (g/mol): 85.07
HOMO level (alpha / beta) (Eh): -0.334 / -0.334
Charge: 0
LUMO level (alpha / beta) (eV): 0.042 / 0.041

```
9
Properties=species:S:1:pos:R:3:lowdin_charge:R:1
O 2.303 0.163 0.080 0.041
C 1.163 0.265 0.742 -0.190
N 0.143 0.899 0.500 -0.104
N -1.086 1.052 0.321 0.055
C -1.316 -1.601 -0.534 -0.100
N -0.207 -1.900 -0.634 0.068
H 2.215 0.484 -0.836 0.120
H -1.338 1.987 0.661 0.062
H -2.340 -1.303 -0.437 0.049
```


*x*
ORCA calculation (ωB97M-V with the def2-TZVPD basis set) on the molecule C2H3N3O.

Output
Gap between HOMO and LUMO (eV): 8.79
Molecular weight (g/mol): 85.07
HOMO level (Eh): -0.353
Charge: 0
LUMO level (eV): -0.810

```
9
Properties=species:S:1:pos:R:3:lowdin_charge:R:1
N 1.735 -0.008 -0.043 0.165
C 0.412 -0.310 0.029 -0.574
N -0.381 0.634 -0.493 0.065
C -1.643 0.307 -0.212 -0.303
N -1.920 -0.845 0.306 0.239
O -0.094 -1.362 0.558 0.053
H 1.891 0.965 -0.273 0.108
H 2.419 -0.456 0.541 0.106
H -2.420 1.075 -0.414 0.141
```


*y*
ORCA calculation (ωB97M-V with the def2-TZVPD basis set) on the molecule C2H3N3O.

Output
Gap between HOMO and LUMO (eV): 10.45
Molecular weight (g/mol): 85.07
HOMO level (Eh): -0.359
Charge: 0
Structure (SMILES): Oc1ncn[nH]1
LUMO level (eV): 0.681

```
9
Properties=species:S:1:pos:R:3:lowdin_charge:R:1
O 1.461 -1.306 -0.506 0.111
C 0.523 -0.422 -0.168 -0.476
N 0.476 0.235 0.953 0.128
C -0.640 1.016 0.772 -0.233
N -1.229 0.913 -0.378 0.030
N -0.469 -0.034 -1.039 0.061
H 2.062 -1.349 0.256 0.128
H -1.059 1.637 1.548 0.102
H -1.124 -0.688 -1.440 0.148
```


Energy ordering: *y* at the bottom, the next structure 166.9 kJ/mol above.